104
Properties=species:S:1:pos:R:3:mulliken_charge:R:1 method="wB97M-V/def2-TZVPD" lumo_ev="-1.4 / -1.4" e_tot_ha=-6415.1757 charge=0 homo_energy_ev="-7.716 / -7.809" spin_multiplicity=2 s2=0.755 e_above_lowest_ev=0.011 homo_lumo_gap_ev="6.28 / 6.37"
Os 0.345 0.351 -0.084 0.923
Se 2.445 3.181 6.673 0.246
N 3.210 2.045 5.534 -0.862
C 2.375 1.871 4.548 0.716
C 2.643 0.993 3.412 0.665
C 3.802 0.232 3.277 -0.613
C 3.937 -0.585 2.175 -0.966
C 2.926 -0.624 1.222 -0.257
N 1.825 0.118 1.334 -0.177
C 1.676 0.912 2.417 -0.307
C 0.431 1.662 2.492 -0.038
N -0.416 1.500 1.454 0.311
C -1.605 2.094 1.492 -0.008
C -1.983 2.911 2.551 -1.297
C -1.110 3.117 3.599 -0.818
C 0.127 2.475 3.577 0.743
C 1.128 2.599 4.633 0.716
N 0.972 3.352 5.687 -0.858
H 4.567 0.289 4.040 0.561
H 4.815 -1.198 2.034 0.505
H 2.985 -1.256 0.348 0.573
H -2.237 1.914 0.633 0.141
H -2.958 3.376 2.535 0.566
H -1.365 3.753 4.437 0.556
C -3.802 -4.970 -1.314 -0.872
C -2.347 -4.901 -0.912 -0.391
O -2.087 -3.783 -0.041 -0.402
P -1.990 -2.294 -0.602 0.937
S -0.840 -1.414 0.885 -0.745
S -1.452 -2.076 -2.424 -0.340
O -3.488 -1.792 -0.299 -0.471
C -3.855 -0.448 -0.650 1.454
C -5.345 -0.411 -0.892 -1.731
H -3.980 -5.884 -1.885 0.411
H -4.069 -4.117 -1.937 0.202
H -4.446 -4.977 -0.434 0.255
H -1.697 -4.819 -1.784 0.353
H -2.052 -5.772 -0.328 0.331
H -3.301 -0.132 -1.537 -0.396
H -3.572 0.203 0.184 -0.191
H -5.607 -1.055 -1.732 0.380
H -5.656 0.608 -1.126 0.382
H -5.892 -0.750 -0.012 0.395
O 1.977 -2.541 -2.573 -0.719
C 2.232 -1.375 -2.454 -0.705
N 3.266 -0.707 -3.093 -0.054
C 3.356 0.699 -2.753 1.606
C 2.204 0.731 -1.764 0.971
O 1.794 1.674 -1.017 -1.003
N 1.626 -0.433 -1.601 0.028
C 3.177 1.643 -3.941 0.354
C 2.586 2.889 -3.772 0.514
C 2.453 3.752 -4.847 -0.790
C 2.914 3.386 -6.103 -0.721
C 3.508 2.146 -6.275 -0.999
C 3.637 1.280 -5.199 -0.323
C 4.655 1.028 -1.999 -0.258
C 5.731 0.150 -2.029 -0.433
C 6.907 0.450 -1.354 -0.883
C 7.017 1.628 -0.632 -0.534
C 5.944 2.508 -0.596 -1.161
C 4.773 2.214 -1.278 0.386
H 3.650 -1.112 -3.926 0.301
H 2.177 3.168 -2.811 0.085
H 1.968 4.709 -4.705 0.398
H 2.803 4.058 -6.944 0.417
H 3.867 1.844 -7.250 0.421
H 4.104 0.317 -5.365 0.295
H 5.650 -0.784 -2.568 0.362
H 7.738 -0.244 -1.392 0.434
H 7.932 1.861 -0.103 0.413
H 6.018 3.432 -0.038 0.444
H 3.942 2.905 -1.240 0.412
C -2.868 3.875 -1.584 -1.138
C -1.429 4.283 -1.878 1.804
C -1.412 5.591 -2.657 -1.891
C -0.612 4.424 -0.599 -1.414
O -0.757 3.338 -2.737 0.142
P -0.869 1.740 -2.777 -0.695
O 0.234 1.236 -3.604 -0.986
O -1.007 1.280 -1.298 1.175
O -2.332 1.445 -3.335 0.404
C -2.707 1.505 -4.747 1.670
C -4.227 1.476 -4.718 -1.756
C -2.162 0.287 -5.475 -1.371
C -2.205 2.795 -5.382 -1.179
H -3.329 4.629 -0.943 0.584
H -2.914 2.908 -1.085 -0.058
H -3.443 3.802 -2.507 0.129
H -1.856 6.392 -2.063 0.405
H -1.975 5.488 -3.585 0.357
H -0.386 5.865 -2.904 0.309
H -1.102 5.111 0.095 0.481
H 0.382 4.812 -0.831 0.299
H -0.490 3.455 -0.120 0.138
H -4.575 0.564 -4.229 0.284
H -4.624 1.499 -5.734 0.436
H -4.617 2.336 -4.171 0.333
H -2.510 -0.625 -4.994 0.225
H -1.073 0.289 -5.462 0.119
H -2.512 0.298 -6.510 0.496
H -2.592 3.665 -4.849 0.096
H -2.549 2.842 -6.417 0.604
H -1.116 2.835 -5.377 0.153

11
Properties=species:S:1:pos:R:3:nbo_charge:R:1 method="wB97M-V/def2-TZVPD" lumo_ev="-1.3 / -3.8" e_tot_ha=-3018.7538 charge=0 homo_energy_ev="-8.849 / -7.398" e_above_lowest_ev=4.375 homo_lumo_gap_ev="7.51 / 3.58"
C 1.092 1.035 -0.222 -0.237
C 1.518 -0.237 0.299 -0.199
C -0.186 1.127 -0.579 -0.639
C 0.544 -1.213 0.389 -0.694
Si -1.088 -0.467 -0.110 1.074
Br -5.098 -0.168 0.072 -0.065
H 1.809 1.839 -0.579 0.221
H 2.602 -0.292 0.463 0.212
H -0.633 1.923 -1.294 0.241
H 0.831 -2.047 0.926 0.220
H -2.260 -1.147 0.421 -0.134

120
Properties=species:S:1:pos:R:3:mulliken_charge:R:1 method="wB97M-V/def2-TZVPD" lumo_ev="-8.9 / -9.8" e_tot_ha=-7131.4188 charge=+3 homo_energy_ev="-13.121 / -13.121" spin_multiplicity=2 s2=0.764 homo_lumo_gap_ev="4.25 / 3.36"
C 9.013 3.767 -5.889 -0.862
N 8.008 2.988 -5.181 0.017
C 6.743 3.054 -5.597 -0.247
C 5.659 2.353 -4.942 -0.646
C 6.003 1.429 -3.938 1.086
C 7.386 1.376 -3.630 -0.783
C 8.372 2.077 -4.324 -0.142
C 5.022 0.508 -3.298 1.213
C 5.289 -0.004 -2.038 -0.825
C 4.480 -0.923 -1.436 -0.209
N 3.382 -1.364 -2.036 0.321
C 3.006 -0.909 -3.251 -0.234
C 3.816 0.099 -3.893 -0.975
C 2.509 -2.410 -1.371 -0.646
H 8.712 4.801 -5.724 0.387
H 9.045 3.505 -6.946 0.360
H 9.967 3.531 -5.418 0.282
H 6.483 3.836 -6.296 0.413
H 4.648 2.673 -5.148 0.408
H 7.692 0.632 -2.909 0.298
H 9.414 1.918 -4.090 0.402
H 6.237 0.172 -1.551 0.320
H 4.673 -1.310 -0.446 0.472
H 2.003 -1.102 -3.600 0.501
H 3.560 0.578 -4.826 0.458
H 2.715 -3.406 -1.763 0.305
H 1.486 -2.107 -1.593 0.089
H 2.725 -2.300 -0.308 0.151
C 1.399 2.538 1.003 -0.892
N 0.373 3.465 0.464 0.284
C 0.667 4.261 -0.566 -0.606
C -0.223 5.034 -1.263 -0.711
C -1.493 5.137 -0.747 1.392
C -1.802 4.524 0.458 -1.329
C -0.875 3.529 0.948 0.190
C -2.478 5.920 -1.447 0.567
C -2.622 5.779 -2.848 -0.772
C -3.575 6.506 -3.586 -0.242
N -4.519 7.232 -2.863 0.077
C -4.359 7.491 -1.516 -0.372
C -3.344 6.834 -0.813 -0.511
C -5.511 7.900 -3.667 -0.957
H 0.883 1.911 1.731 0.209
H 2.176 3.109 1.511 0.355
H 1.750 1.851 0.233 0.381
H 1.696 4.167 -0.880 0.496
H -0.119 5.539 -2.212 0.552
H -2.811 4.643 0.823 0.738
H -1.110 2.845 1.750 0.252
H -1.863 5.292 -3.443 0.416
H -3.649 6.651 -4.654 0.395
H -5.086 8.148 -1.061 0.487
H -3.189 7.122 0.216 0.529
H -5.370 8.981 -3.643 0.407
H -6.511 7.801 -3.244 0.378
H -5.608 7.647 -4.723 0.315
C 4.760 -4.360 2.431 -0.907
N 3.294 -4.465 2.526 0.151
C 2.654 -5.366 1.811 -0.484
C 1.283 -5.601 2.094 -0.371
C 0.612 -4.895 3.045 0.891
C 1.322 -3.941 3.802 -0.693
C 2.663 -3.726 3.467 -0.332
C -0.871 -5.113 3.321 0.510
C -1.786 -5.020 2.291 -0.651
C -3.158 -5.242 2.557 -0.522
N -3.629 -5.477 3.806 0.123
C -2.752 -5.419 4.808 -0.469
C -1.348 -5.242 4.606 -0.488
C -5.067 -5.592 3.916 -1.088
H 5.168 -3.835 3.295 0.306
H 4.961 -3.909 1.459 0.312
H 5.175 -5.363 2.335 0.397
H 3.186 -5.953 1.077 0.541
H 0.759 -6.344 1.512 0.607
H 0.877 -3.254 4.506 0.490
H 3.292 -3.014 3.978 0.371
H -1.461 -4.828 1.280 0.428
H -3.848 -5.246 1.726 0.531
H -3.158 -5.567 5.798 0.466
H -0.711 -5.215 5.478 0.571
H -5.481 -5.992 2.990 0.391
H -5.479 -4.645 4.263 0.332
H -5.350 -6.296 4.698 0.458
N -2.142 3.864 5.741 -0.432
S -1.018 2.705 5.263 1.069
O -0.539 2.744 3.856 -0.443
O -1.094 1.438 6.016 -0.547
F 0.218 3.402 6.058 -0.324
S -3.170 3.236 4.795 1.077
O -3.590 1.864 5.006 -0.518
O -3.287 3.767 3.446 -0.536
F -4.433 3.956 5.522 -0.354
N -0.033 -2.871 -3.792 -0.149
S -0.502 -4.389 -3.164 0.972
O 0.435 -5.513 -3.021 -0.579
O -1.940 -4.743 -3.408 -0.603
F -0.625 -3.821 -1.695 -0.101
S 0.465 -3.546 -5.026 1.025
O -0.494 -4.166 -5.939 -0.565
O 1.832 -4.092 -4.904 -0.625
F 0.844 -2.161 -5.737 -0.314
N -7.792 -1.931 3.335 -0.097
S -6.668 -1.980 2.342 1.045
O -6.843 -1.176 1.098 -0.319
O -5.813 -3.183 2.187 -0.287
F -5.723 -1.036 3.214 -0.174
S -8.654 -3.242 2.612 1.061
O -8.432 -4.637 3.063 -0.477
O -9.051 -3.047 1.231 -0.464
F -10.054 -2.861 3.339 -0.247
N -1.073 0.344 1.210 0.058
S -1.959 -0.258 2.233 0.864
O -1.362 -0.606 3.512 -0.601
O -3.155 -0.972 1.777 -0.674
F -2.560 1.163 2.609 -0.269
S 0.027 -0.966 1.142 0.877
O -0.412 -2.335 0.869 -0.211
O 1.114 -0.777 2.065 -0.636
F 0.700 -0.574 -0.252 -0.313

68
Properties=species:S:1:pos:R:3:nbo_charge:R:1 method="wB97M-V/def2-TZVPD" lumo_ev="-5.9 / -5.9" e_tot_ha=-4748.5058 charge=+2 homo_energy_ev="-13.880 / -13.880" spin_multiplicity=2 s2=0.751 e_above_lowest_ev=0.558 homo_lumo_gap_ev="8.00 / 8.02"
Ce 0.671 0.196 0.243 1.476
O 2.240 -1.354 -0.670 -0.612
C 2.788 -0.225 -0.801 0.567
N 3.119 0.530 0.232 -0.646
C 3.502 -0.118 1.435 0.639
O 4.342 -0.967 1.511 -0.467
C 2.791 0.365 2.678 0.135
C 3.468 0.456 3.875 -0.185
C 2.760 0.833 5.006 -0.109
C 1.397 1.076 4.901 -0.222
C 0.792 0.937 3.670 0.083
N 1.469 0.593 2.566 -0.526
C 2.528 0.461 -2.121 0.161
C 3.405 0.526 -3.178 -0.210
C 2.945 1.094 -4.358 -0.110
C 1.642 1.567 -4.422 -0.236
C 0.839 1.470 -3.302 0.087
N 1.269 0.929 -2.159 -0.493
H 4.525 0.229 3.903 0.263
H 3.262 0.927 5.961 0.250
H 0.808 1.363 5.760 0.251
H -0.273 1.103 3.554 0.213
H 4.413 0.141 -3.080 0.254
H 3.597 1.164 -5.220 0.249
H 1.251 2.011 -5.326 0.250
H -0.178 1.844 -3.308 0.213
Se -4.478 6.499 0.154 1.053
N -4.735 4.750 0.198 -0.589
C -3.546 4.209 0.233 0.105
C -3.323 2.766 0.281 -0.088
C -4.384 1.858 0.293 -0.075
C -4.114 0.512 0.355 -0.233
C -2.789 0.106 0.401 0.102
N -1.759 0.952 0.375 -0.527
C -2.019 2.282 0.318 0.252
C -0.871 3.212 0.312 0.158
N 0.372 2.683 0.352 -0.506
C 1.421 3.502 0.357 0.094
C 1.302 4.884 0.317 -0.227
C 0.044 5.432 0.271 -0.097
C -1.070 4.589 0.269 -0.003
C -2.432 5.111 0.228 0.079
N -2.715 6.386 0.188 -0.588
H -5.397 2.239 0.258 0.261
H -4.904 -0.226 0.373 0.251
H -2.554 -0.947 0.465 0.216
H 2.397 3.035 0.387 0.237
H 2.190 5.502 0.322 0.253
H -0.113 6.504 0.237 0.260
C -1.912 -5.642 -1.949 -0.620
C -0.957 -6.095 -0.848 -0.232
C -1.643 -6.156 0.514 -0.614
C 0.318 -5.254 -0.813 -0.214
N 0.080 -3.810 -0.582 -0.130
C -0.242 -2.853 -1.458 0.249
N -0.399 -1.735 -0.803 -0.323
N -0.177 -2.046 0.500 -0.138
N 0.110 -3.287 0.640 0.070
H -2.702 -6.380 -2.080 0.246
H -1.406 -5.532 -2.915 0.211
H -2.402 -4.695 -1.697 0.194
H -0.596 -7.095 -1.099 0.235
H -1.871 -5.159 0.902 0.197
H -1.023 -6.668 1.254 0.228
H -2.586 -6.698 0.435 0.235
H 0.852 -5.325 -1.759 0.232
H 0.978 -5.576 -0.013 0.250
H -0.314 -2.987 -2.525 0.260